81
Properties=species:S:1:pos:R:3 method="wB97M-V/def2-TZVPD" energy_ev=-118908.01532 homo_lumo_gap_ev=6.22 charge=-2
Y -0.430 0.774 -0.490
C 2.050 -2.436 -1.359
C 3.188 -1.631 -0.687
N 2.763 -0.391 -0.051
C 3.243 -0.172 1.296
C 2.526 -1.032 2.359
S 0.703 -0.972 2.306
C 0.257 -2.686 1.888
C 0.953 -3.291 0.667
N 0.863 -2.478 -0.530
H 1.781 -1.965 -2.301
H 2.441 -3.440 -1.584
H 3.637 -2.261 0.084
H 3.976 -1.450 -1.427
H 2.903 0.415 -0.640
H 4.320 -0.383 1.397
H 3.091 0.878 1.532
H 2.815 -2.081 2.265
H 2.835 -0.700 3.351
H 0.416 -3.322 2.761
H -0.817 -2.617 1.697
H 2.008 -3.440 0.903
H 0.537 -4.297 0.522
H 0.017 -2.642 -1.057
O 2.150 2.122 -1.455
S 1.153 3.021 -2.019
O 1.452 4.422 -1.886
O -0.219 2.668 -1.579
C 1.176 2.692 -3.781
C 1.764 3.668 -4.578
C 1.860 3.490 -5.948
C 1.361 2.336 -6.534
C 0.779 1.354 -5.748
C 0.686 1.519 -4.369
S -0.104 0.171 -3.477
O -0.001 -0.961 -4.362
O -1.432 0.623 -3.140
O 0.696 -0.010 -2.235
H 2.123 4.567 -4.094
H 2.330 4.253 -6.559
H 1.426 2.198 -7.608
H 0.394 0.438 -6.175
S -3.175 1.279 -0.881
C -3.356 -0.414 -0.870
S -1.975 -1.383 -0.430
C -4.589 -1.034 -1.141
C -5.754 -0.286 -1.501
N -6.717 0.279 -1.799
C -4.767 -2.454 -1.050
N -4.966 -3.591 -0.967
C 3.285 2.965 4.090
C 2.372 4.051 3.514
N 0.952 3.762 3.660
C 0.316 4.122 4.927
C 0.221 2.986 5.945
C 0.254 3.047 2.716
S 1.064 2.611 1.273
N -1.014 2.799 3.064
C -1.781 1.884 2.454
O -1.428 1.048 1.617
C -3.200 1.786 2.950
C -3.721 2.678 3.887
C -5.039 2.561 4.308
C -5.847 1.549 3.797
C -5.328 0.650 2.875
C -4.008 0.764 2.458
H 4.324 3.147 3.797
H 2.980 1.990 3.695
H 3.235 2.928 5.182
H 2.581 4.160 2.455
H 2.569 5.010 4.001
H -0.687 4.481 4.710
H 0.893 4.949 5.345
H -0.369 2.171 5.526
H -0.271 3.344 6.857
H 1.209 2.605 6.215
H -3.082 3.465 4.269
H -5.437 3.261 5.036
H -6.880 1.466 4.116
H -5.951 -0.135 2.463
H -3.588 0.067 1.744

---

137
Properties=species:S:1:pos:R:3 method="wB97M-V/def2-TZVPD" energy_ev=-73232.99240 homo_lumo_gap_ev=9.77 charge=+6
N 20.037 -7.273 -22.939
O 20.451 -6.353 -22.151
O 20.297 -8.454 -22.617
O 19.519 -6.930 -24.023
C 17.254 -10.203 -20.800
C 17.906 -11.144 -21.835
N 19.124 -11.783 -21.334
C 20.191 -11.146 -20.715
C 20.981 -12.096 -20.186
N 20.479 -13.333 -20.551
C 19.324 -13.096 -21.192
C 20.896 -14.632 -19.957
H 16.260 -9.880 -21.108
H 17.855 -9.296 -20.714
H 17.194 -10.679 -19.823
H 18.174 -10.538 -22.699
H 17.189 -11.923 -22.085
H 20.196 -10.071 -20.787
H 21.770 -12.065 -19.452
H 18.615 -13.826 -21.552
H 21.550 -14.361 -19.131
H 21.496 -15.158 -20.693
H 20.005 -15.131 -19.596
C 26.350 -4.103 -18.016
C 25.562 -3.715 -19.273
N 24.256 -4.363 -19.320
C 24.032 -5.611 -19.814
C 22.668 -5.816 -19.784
N 22.142 -4.741 -19.162
C 23.093 -3.839 -18.870
C 20.735 -4.512 -18.954
H 26.609 -5.159 -17.998
H 25.770 -3.850 -17.129
H 27.252 -3.494 -18.037
H 26.148 -3.955 -20.160
H 25.395 -2.638 -19.284
H 24.852 -6.170 -20.234
H 22.002 -6.600 -20.107
H 22.904 -2.935 -18.317
H 20.119 -4.821 -19.805
H 20.399 -3.505 -18.731
H 20.439 -5.241 -18.194
C 18.499 -9.392 -26.670
C 19.915 -9.999 -26.523
N 20.207 -10.855 -27.665
C 20.327 -12.253 -27.617
C 20.828 -12.668 -28.806
N 20.911 -11.545 -29.628
C 20.582 -10.495 -28.878
C 21.445 -11.462 -30.959
H 18.335 -8.768 -25.791
H 17.841 -10.258 -26.581
H 18.342 -8.860 -27.604
H 19.948 -10.529 -25.575
H 20.673 -9.216 -26.461
H 20.014 -12.782 -26.734
H 21.105 -13.586 -29.301
H 20.649 -9.473 -29.216
H 21.800 -10.453 -31.153
H 20.677 -11.631 -31.722
H 22.177 -12.238 -31.172
C 24.506 -2.388 -28.624
C 24.501 -2.259 -27.115
N 24.450 -3.579 -26.458
C 25.297 -4.635 -26.562
C 24.835 -5.615 -25.749
N 23.760 -5.132 -25.047
C 23.597 -3.842 -25.440
C 23.052 -5.803 -23.976
H 23.676 -3.019 -28.944
H 25.482 -2.743 -28.949
H 24.330 -1.408 -29.065
H 23.710 -1.632 -26.704
H 25.415 -1.742 -26.811
H 26.129 -4.567 -27.246
H 25.138 -6.642 -25.621
H 22.925 -3.130 -24.993
H 22.514 -5.190 -23.262
H 23.906 -6.087 -23.340
H 22.671 -6.791 -24.223
C 14.619 -9.252 -23.951
C 14.231 -7.793 -23.730
N 14.769 -7.363 -22.402
C 14.158 -7.665 -21.198
C 15.053 -7.315 -20.230
N 16.194 -6.873 -20.850
C 16.040 -7.009 -22.174
C 17.437 -6.544 -20.131
H 15.617 -9.419 -23.513
H 14.882 -9.459 -24.989
H 14.077 -10.047 -23.444
H 13.145 -7.707 -23.788
H 14.580 -7.059 -24.453
H 13.149 -8.034 -21.291
H 15.057 -7.536 -19.176
H 16.785 -6.839 -22.936
H 17.571 -5.467 -20.109
H 18.259 -7.051 -20.632
H 17.422 -6.923 -19.112
C 22.884 -6.025 -29.954
C 22.448 -6.472 -28.563
N 21.253 -5.827 -28.037
C 20.790 -6.106 -26.775
C 19.541 -5.537 -26.669
N 19.298 -4.936 -27.890
C 20.317 -5.180 -28.724
C 18.042 -4.331 -28.369
H 23.819 -6.457 -30.294
H 22.861 -4.949 -30.148
H 22.099 -6.342 -30.654
H 23.281 -6.339 -27.874
H 22.313 -7.539 -28.749
H 21.347 -6.572 -25.985
H 18.827 -5.594 -25.868
H 20.394 -4.973 -29.779
H 17.625 -4.933 -29.172
H 18.185 -3.312 -28.723
H 17.328 -4.272 -27.551
C 18.067 -1.962 -16.854
C 18.212 -0.976 -18.040
N 18.087 -1.677 -19.303
C 16.948 -2.321 -19.689
C 17.185 -2.901 -20.921
N 18.376 -2.338 -21.318
C 18.937 -1.614 -20.356
C 18.939 -2.565 -22.670
H 18.864 -2.708 -16.878
H 17.062 -2.368 -16.913
H 18.241 -1.476 -15.895
H 19.133 -0.392 -17.992
H 17.474 -0.173 -17.980
H 16.111 -2.490 -19.032
H 16.641 -3.590 -21.540
H 19.811 -0.984 -20.366
H 19.708 -1.801 -22.754
H 18.165 -2.305 -23.392
H 19.183 -3.617 -22.806

---

17
Properties=species:S:1:pos:R:3 method="wB97M-V/def2-TZVPD" energy_ev=-33338.48381 homo_lumo_gap_ev=8.59 charge=0 smiles="CN1CN(C)C(Cl)=C1Cl"
C -2.369 0.391 0.147
N -1.179 -0.063 -0.594
C -0.018 0.830 -0.341
N 1.135 0.030 -0.564
C 2.286 0.506 0.232
C 0.700 -1.286 -0.255
Cl 1.861 -2.541 -0.149
C -0.604 -1.349 -0.309
Cl -1.542 -2.804 -0.073
H -2.674 1.323 -0.303
H -2.175 0.592 1.223
H -3.119 -0.338 0.065
H -0.084 1.708 -0.976
H -0.014 1.227 0.719
H 3.101 -0.211 0.026
H 2.568 1.475 -0.188
H 2.127 0.508 1.339

---

45
Properties=species:S:1:pos:R:3 method="wB97M-V/def2-TZVPD" energy_ev=-44609.65997 homo_lumo_gap_ev=8.49 charge=0 smiles="CCOc1cc(C(c2c(C)[nH][nH]c2=O)c2c(C)[nH][nH]c2=O)cc(Cl)c1O"
C 2.484 -4.269 -3.451
C 2.069 -3.052 -2.639
O 0.686 -3.170 -2.366
C 0.070 -2.172 -1.656
C 0.681 -1.041 -1.151
C -0.056 -0.090 -0.448
C 0.671 1.117 0.103
C -0.249 2.275 0.365
C -0.821 3.025 -0.617
C -0.737 2.855 -2.089
N -1.511 4.080 -0.070
N -1.528 3.865 1.303
C -0.653 2.839 1.642
O -0.386 2.557 2.795
C 1.510 0.726 1.283
C 1.194 0.082 2.441
C -0.090 -0.477 2.925
N 2.297 0.053 3.253
N 3.382 0.504 2.511
C 2.921 1.054 1.321
O 3.624 1.630 0.510
C -1.411 -0.288 -0.251
C -2.028 -1.423 -0.759
Cl -3.720 -1.664 -0.517
C -1.309 -2.376 -1.464
O -1.917 -3.482 -1.962
H 3.544 -4.213 -3.679
H 1.922 -4.307 -4.380
H 2.289 -5.178 -2.888
H 2.260 -2.132 -3.206
H 2.633 -3.010 -1.698
H 1.737 -0.874 -1.290
H 1.395 1.448 -0.656
H -1.222 1.926 -2.386
H 0.306 2.797 -2.397
H -1.212 3.688 -2.602
H -2.369 4.415 -0.490
H -1.713 4.645 1.916
H -0.715 0.348 3.266
H 0.074 -1.160 3.755
H -0.609 -0.992 2.121
H 2.460 -0.696 3.911
H 4.180 0.875 3.005
H -1.996 0.430 0.299
H -1.242 -4.007 -2.414